The following is a quantum chemistry calculation of C17H42BrIInN2O as an isolated structure at a distorted geometry, from the Open Molecules 2025 dataset.

```
! wB97M-V def2-TZVPD RIJCOSX def2/J DEFGRID3
* xyz -1 1
C 0.47 -3.31 0.00
C 0.68 -2.17 -1.03
C 0.41 -0.74 -0.45
I 1.53 0.65 -1.73
In -1.79 -0.29 -0.87
Br -2.54 2.01 0.13
C -3.11 -2.02 -0.20
C -3.70 -2.64 -1.51
O -2.82 -3.55 -2.13
H -0.57 -3.66 -0.01
H 0.80 -3.05 1.01
H 1.11 -4.15 -0.33
H 0.04 -2.32 -1.92
H 1.73 -2.17 -1.39
H 0.68 -0.63 0.60
H -1.90 -0.16 -2.67
H -3.92 -1.55 0.39
H -2.57 -2.76 0.41
H -4.69 -3.08 -1.27
H -3.81 -1.80 -2.22
H -2.41 -4.11 -1.48
C 5.39 2.48 -4.37
C 6.64 1.61 -4.44
N 7.08 1.12 -3.15
C 8.40 0.50 -3.19
C 8.56 -0.78 -4.01
C 6.08 0.41 -2.36
C 5.43 -0.84 -2.98
H 5.55 3.33 -3.70
H 5.15 2.87 -5.36
H 4.52 1.93 -4.02
H 7.44 2.21 -4.88
H 6.44 0.79 -5.15
H 8.73 0.31 -2.17
H 9.10 1.25 -3.59
H 8.15 -1.65 -3.50
H 9.63 -0.99 -4.16
H 8.11 -0.71 -5.00
H 5.28 1.12 -2.12
H 6.51 0.15 -1.39
H 5.18 -0.70 -4.03
H 4.51 -1.07 -2.44
H 6.08 -1.71 -2.89
C -6.43 1.89 6.61
C -5.36 1.28 5.71
N -5.89 0.65 4.52
C -4.90 -0.14 3.80
C -3.71 0.59 3.18
C -6.74 1.48 3.69
C -6.15 2.78 3.13
H -7.17 1.14 6.90
H -5.97 2.29 7.52
H -6.95 2.72 6.12
H -4.83 0.52 6.30
H -4.62 2.06 5.47
H -5.40 -0.72 3.02
H -4.51 -0.90 4.50
H -3.98 1.12 2.27
H -2.94 -0.13 2.90
H -3.25 1.30 3.87
H -7.64 1.74 4.26
H -7.12 0.88 2.86
H -5.56 3.32 3.87
H -6.96 3.43 2.80
H -5.52 2.59 2.26
*
```

Calculated values
HOMO = -4.8 eV
gap between HOMO and LUMO = 7.4 eV
molar mass = 612.16 g mol⁻¹
DFT total energy = -106655.728 eV



The following is a quantum chemistry calculation of C32H57N4OP2STi as an isolated structure at a distorted geometry, from the Open Molecules 2025 dataset.

```
! wB97M-V def2-TZVPD RIJCOSX def2/J DEFGRID3
* xyz 3 1
C 2.42 -1.33 -1.21
C 1.28 0.49 -2.16
C 3.33 -1.33 -2.26
C 2.09 0.46 -3.29
C 3.13 -0.46 -3.34
H 4.13 -2.07 -2.26
H 1.89 1.17 -4.10
H 3.76 -0.51 -4.22
N 1.47 -0.38 -1.14
P 0.72 -2.51 0.63
P 0.05 2.32 -0.31
C 2.39 -2.41 -0.15
H 2.60 -3.40 -0.59
H 3.16 -2.24 0.62
C 0.10 1.42 -2.03
H 0.15 2.22 -2.77
C -1.53 3.37 -0.34
C 1.53 3.45 -0.28
C -0.30 -3.59 -0.54
C 1.00 -3.37 2.27
C -2.66 2.57 0.33
H -2.40 2.25 1.35
H -3.55 3.22 0.39
H -2.94 1.67 -0.24
C -1.37 4.68 0.44
H -1.05 4.49 1.47
H -0.68 5.38 -0.04
H -2.35 5.18 0.48
C -1.94 3.68 -1.79
H -2.87 4.27 -1.78
H -1.19 4.27 -2.33
H -2.15 2.76 -2.34
C 1.64 4.02 1.16
H 1.26 3.31 1.91
H 2.70 4.20 1.39
H 1.11 4.97 1.27
C 2.82 2.66 -0.58
H 2.99 1.87 0.16
H 2.81 2.23 -1.58
H 3.66 3.37 -0.52
C 1.40 4.58 -1.33
H 0.76 4.31 -2.18
H 1.05 5.52 -0.88
H 2.39 4.79 -1.75
C -0.38 -3.67 2.89
H -0.23 -4.06 3.90
H -0.98 -2.75 2.96
H -0.96 -4.41 2.32
C 1.76 -2.38 3.17
H 2.74 -2.12 2.76
H 1.19 -1.46 3.33
H 1.91 -2.86 4.15
C 1.85 -4.65 2.15
H 2.70 -4.53 1.48
H 2.25 -4.87 3.15
H 1.27 -5.53 1.85
C 0.04 -3.24 -2.00
H 1.07 -3.48 -2.27
H -0.63 -3.82 -2.67
H -0.13 -2.17 -2.21
C -1.79 -3.26 -0.29
H -2.10 -2.34 -0.82
H -2.41 -4.10 -0.64
H -2.02 -3.08 0.78
C -0.01 -5.08 -0.35
H 1.06 -5.31 -0.48
H -0.36 -5.47 0.62
H -0.55 -5.64 -1.13
Ti -0.06 -0.15 0.40
C 1.29 0.65 1.53
O 2.13 1.02 2.31
N -1.51 -0.12 -1.06
C -1.21 0.50 -2.12
C -1.96 0.37 -3.48
C -1.50 1.40 -4.50
C -1.65 -1.01 -4.06
C -3.48 0.49 -3.23
H -1.70 2.43 -4.17
H -0.43 1.29 -4.72
H -2.06 1.24 -5.43
H -1.97 -1.80 -3.37
H -2.19 -1.14 -5.00
H -0.58 -1.12 -4.26
H -3.93 1.17 -3.96
H -3.95 -0.49 -3.36
H -3.71 0.85 -2.23
S -1.62 -0.24 2.30
C -1.12 0.08 3.93
N 0.13 0.30 4.42
C 0.14 0.46 5.85
C -1.32 0.28 6.25
N -1.97 0.06 4.97
H 0.95 0.52 3.85
H 0.51 1.46 6.11
H 0.78 -0.30 6.31
H -1.72 1.18 6.74
H -1.45 -0.58 6.92
H -2.97 -0.08 4.86
*
```

Calculated values
HOMO (alpha / beta) = -17.6 / -17.2 eV
gap between HOMO and LUMO (alpha / beta) = 6.8 / 6.3 eV
molar mass = 655.72 g mol⁻¹
DFT total energy = -94621.805 eV



The following is a quantum chemistry calculation of a 2-piece molecular cluster, C9H19NO2P overall, from the Open Molecules 2025 dataset.

```
! wB97M-V def2-TZVPD RIJCOSX def2/J DEFGRID3
* xyz 1 1
C 3.91 -1.27 -0.19
C 3.30 -0.13 0.08
C 1.84 1.35 1.61
C 2.17 0.00 1.03
C 0.96 0.74 0.62
C -3.70 0.76 0.12
C -1.47 -2.78 0.38
C -2.78 1.96 0.11
C -0.61 -2.10 -0.67
N 1.14 1.72 -1.70
O -1.41 1.60 -0.11
O -0.88 -0.70 -0.75
P -0.71 0.31 0.47
H 4.73 -1.32 -0.89
H 3.62 -2.20 0.26
H 3.61 0.79 -0.39
H 1.50 1.46 2.63
H 2.44 2.19 1.27
H 2.02 -0.88 1.64
H -4.73 1.08 0.30
H -3.66 0.23 -0.83
H -3.41 0.08 0.92
H -1.26 -2.36 1.36
H -2.52 -2.63 0.15
H -1.26 -3.85 0.39
H -2.86 2.52 1.05
H -3.02 2.64 -0.72
H -0.83 -2.49 -1.67
H 0.46 -2.26 -0.46
H 1.14 2.72 -1.61
H 0.32 1.41 -2.19
H 1.97 1.41 -2.19
*
```

Calculated values
HOMO (alpha / beta) = -12.7 / -12.7 eV
gap between HOMO and LUMO (alpha / beta) = 7.5 / 7.5 eV
molar mass = 204.23 g mol⁻¹
DFT total energy = -24506.200 eV